1.
The following is a quantum chemistry calculation of 5 unconnected molecules or ions with the total composition C43H61N5O12P, from the OMol25 dataset.

```
122
Properties=species:S:1:pos:R:3:forces:R:3:lowdin_charge:R:1
C 7.64590 3.91592 7.90279 0.1 0.1 -0.1 -0.114
O 7.01469 4.86618 7.07131 -0.1 -0.2 0.0 -0.198
C 7.79077 5.30365 5.96875 0.1 0.2 -0.1 -0.242
C 7.15291 4.89989 4.64453 0.1 -0.2 0.2 -0.181
C 6.73482 3.42975 4.61752 0.2 0.2 -0.1 -0.205
C 6.49299 2.89136 3.19674 -0.4 -0.2 0.6 -0.198
C 5.37453 1.83635 3.15720 -0.1 0.0 -0.1 -0.199
C 3.96313 2.43636 2.97302 0.4 0.3 0.7 -0.192
C 3.07406 2.32558 4.22494 -0.4 0.0 -0.3 -0.193
C 2.14234 1.09133 4.25256 0.1 0.7 0.0 -0.191
C 0.70428 1.48659 4.58808 -0.2 -0.3 -0.1 -0.218
C -0.22622 0.28534 4.85088 -0.1 0.1 0.0 -0.202
C -0.96942 0.32723 6.18883 0.6 0.1 0.0 -0.194
C -1.79917 1.58010 6.46292 -0.3 -0.5 0.1 -0.169
C -2.78701 1.96058 5.34243 0.3 0.5 0.1 -0.280
C -4.09945 2.41207 5.98139 0.1 0.3 0.0 -0.142
C -5.14590 2.92026 5.00136 -0.3 -0.5 0.1 -0.086
N -4.53727 3.68421 3.84827 0.1 -0.1 -0.4 0.104
C -3.15717 4.21868 4.10455 0.4 0.7 0.2 -0.289
C -3.22475 5.36105 5.13641 0.4 -0.5 -0.3 -0.142
P -3.44733 7.04548 4.47701 -0.9 0.6 0.8 0.399
O -4.26636 7.84369 5.38555 0.2 -0.2 -0.1 -0.239
O -4.10133 6.90900 3.02545 0.1 -0.5 0.1 -0.099
O -1.99559 7.60691 4.17779 0.1 -0.4 -0.3 -0.095
C -2.20364 3.07218 4.41590 -0.4 -0.7 0.1 -0.092
H 8.32671 4.40926 8.60191 0.0 0.0 0.1 0.088
H 8.21513 3.18397 7.32564 0.0 0.0 -0.1 0.078
H 6.87464 3.38630 8.45628 -0.1 0.0 0.1 0.086
H 7.86373 6.39212 6.03188 0.0 0.0 0.0 0.118
H 8.81305 4.91760 6.02196 0.0 -0.2 0.1 0.120
H 6.29505 5.55118 4.46757 -0.1 -0.1 -0.2 0.114
H 7.87989 5.05959 3.84464 0.0 0.2 0.0 0.117
H 5.85320 3.29961 5.24407 -0.1 0.0 0.0 0.102
H 7.53086 2.84537 5.08690 0.0 -0.1 0.0 0.111
H 7.41227 2.44108 2.82675 0.1 0.2 -0.2 0.109
H 6.20514 3.73495 2.56758 0.2 -0.1 -0.3 0.102
H 5.57439 1.10311 2.37680 0.0 0.0 -0.1 0.097
H 5.39455 1.28855 4.10292 0.1 -0.2 0.0 0.108
H 4.08210 3.50385 2.77275 0.0 0.0 -0.2 0.101
H 3.47312 1.99994 2.10738 -0.1 0.0 0.0 0.086
H 3.68499 2.36320 5.12696 0.1 0.0 0.0 0.101
H 2.43869 3.21700 4.26097 0.0 0.0 0.0 0.098
H 2.13442 0.68678 3.24348 0.1 -0.5 0.1 0.078
H 2.49798 0.34361 4.96012 0.0 -0.2 -0.1 0.119
H 0.32513 2.03695 3.72220 0.0 0.2 0.1 0.100
H 0.67808 2.16983 5.44117 0.1 0.0 0.1 0.104
H -0.95420 0.17227 4.04073 0.0 0.0 -0.1 0.098
H 0.36734 -0.63041 4.83933 0.0 -0.1 0.0 0.110
H -0.21282 0.26098 6.97568 -0.1 0.0 0.1 0.122
H -1.58256 -0.57013 6.28287 -0.1 0.0 0.0 0.116
H -1.14504 2.41014 6.73014 -0.1 0.2 -0.2 0.114
H -2.38889 1.37390 7.36004 0.1 0.0 0.1 0.115
H -2.95150 1.06941 4.73378 -0.2 0.0 0.0 0.141
H -4.54136 1.57987 6.52584 -0.1 0.0 0.1 0.135
H -3.87817 3.18653 6.71775 0.0 0.0 0.1 0.121
H -5.67082 2.07480 4.55838 0.0 0.1 -0.1 0.137
H -5.90058 3.54335 5.47313 0.1 0.2 0.0 0.138
H -4.46857 3.04848 3.05366 0.0 0.0 0.0 0.188
H -5.13883 4.45058 3.54052 -0.1 0.0 0.1 0.178
H -2.83276 4.65288 3.15726 0.0 -0.1 -0.1 0.137
H -3.98921 5.19113 5.89049 -0.1 0.1 0.0 0.099
H -2.26668 5.36605 5.65666 0.0 0.1 0.1 0.113
H -3.59187 6.39083 2.39389 0.2 0.3 -0.3 0.078
H -1.63061 8.03147 4.96277 0.2 0.2 0.0 0.104
H -1.30189 3.47332 4.86930 0.0 0.2 -0.1 0.115
H -1.90593 2.61391 3.47100 0.1 0.0 0.0 0.122
C 0.02354 -3.77098 0.15832 0.0 0.0 0.0 -0.068
C -0.02173 -2.72778 1.07451 0.1 0.0 -0.1 -0.060
C 1.07320 -1.89664 1.23798 -0.1 0.1 0.1 -0.005
C 2.20241 -2.12596 0.47203 -0.1 -0.1 0.0 -0.144
C 2.27183 -3.15978 -0.44257 0.0 -0.1 -0.1 0.005
C 1.16935 -3.98590 -0.59595 -0.1 0.0 0.0 -0.051
N 3.36117 -1.23595 0.63306 0.0 0.0 0.0 -0.336
O 3.27013 -0.34113 1.45488 0.0 0.0 0.0 0.051
O 4.33546 -1.43669 -0.05455 0.1 0.0 -0.1 0.100
H -0.83546 -4.41264 0.02667 0.0 0.0 0.0 0.089
H -0.91578 -2.56111 1.65973 0.0 0.0 0.0 0.105
H 1.04966 -1.08461 1.94964 0.1 0.0 0.0 0.100
H 3.16698 -3.31745 -1.02527 0.0 0.1 0.0 0.122
H 1.20277 -4.79843 -1.30862 0.0 0.0 0.0 0.113
C -1.83982 -3.52835 -6.57054 -0.1 0.0 0.1 -0.065
C -1.57169 -4.72817 -5.92510 0.1 0.2 0.1 -0.060
C -1.75444 -4.83051 -4.55570 0.1 -0.1 0.0 0.004
C -2.20464 -3.72219 -3.85897 0.0 0.0 -0.1 -0.153
C -2.47059 -2.51727 -4.48452 0.0 0.1 0.0 -0.003
C -2.28524 -2.42560 -5.85340 0.0 -0.1 0.0 -0.057
N -2.40748 -3.82950 -2.41023 0.1 0.0 0.0 -0.346
O -2.14731 -4.89075 -1.87587 0.0 -0.1 0.0 0.053
O -2.81604 -2.85349 -1.81231 0.0 0.1 0.0 0.066
H -1.69957 -3.45674 -7.63958 0.0 0.0 0.0 0.105
H -1.22010 -5.57630 -6.48993 0.0 0.1 0.1 0.085
H -1.54929 -5.75734 -4.04090 0.0 0.0 0.1 0.120
H -2.81398 -1.66680 -3.91559 0.0 0.0 0.1 0.116
H -2.48310 -1.49134 -6.35997 0.0 0.0 0.0 0.107
C -7.11223 -7.91648 -7.42812 0.0 0.0 0.0 -0.068
C -6.68614 -8.27173 -8.70114 0.0 0.0 0.1 -0.062
C -5.36303 -8.08870 -9.06747 -0.1 -0.1 -0.1 0.000
C -4.48793 -7.55212 -8.14158 -0.1 0.0 0.0 -0.144
C -4.89122 -7.18675 -6.87034 0.0 0.1 0.2 0.000
C -6.21728 -7.37235 -6.51625 0.0 0.0 -0.1 -0.063
N -3.07909 -7.36917 -8.51897 0.0 0.0 0.0 -0.336
O -2.74757 -7.66399 -9.64447 0.0 0.0 -0.1 0.095
O -2.32637 -6.92410 -7.67143 -0.1 -0.2 -0.1 0.046
H -8.14579 -8.06524 -7.14539 0.0 0.0 0.0 0.108
H -7.38453 -8.69417 -9.40987 0.0 0.0 0.0 0.110
H -5.01953 -8.36067 -10.05413 0.1 0.0 0.0 0.121
H -4.18553 -6.76471 -6.17001 0.1 0.0 -0.1 0.114
H -6.55146 -7.09402 -5.52649 0.0 0.0 0.0 0.108
C 1.02361 -1.00463 -12.54109 0.0 0.0 0.0 -0.066
C 1.29984 -2.19480 -11.88137 0.0 0.1 0.0 -0.061
C 1.10083 -2.29396 -10.51424 0.1 -0.1 0.0 -0.001
C 0.62255 -1.19015 -9.83238 0.0 0.0 -0.1 -0.149
C 0.34478 0.00561 -10.46855 0.0 0.2 0.0 -0.004
C 0.54990 0.09365 -11.83543 0.0 -0.1 0.0 -0.063
N 0.39375 -1.29565 -8.38333 0.0 0.0 0.0 -0.345
O 0.65999 -2.34990 -7.84500 0.1 -0.1 0.0 0.069
O -0.06068 -0.32678 -7.80813 0.0 0.1 0.0 0.072
H 1.17764 -0.93282 -13.60941 0.0 0.0 0.0 0.109
H 1.66983 -3.04833 -12.43190 0.0 0.0 0.0 0.110
H 1.31335 -3.21363 -9.99029 0.0 0.0 0.1 0.120
H -0.02410 0.85194 -9.90924 0.0 0.0 0.1 0.118
H 0.33820 1.02019 -12.35053 0.0 0.0 0.0 0.109
```
Forces are in eV/Å.

Output
Frontier orbital gap, eV: 7.45
Total charge: +1
Lowest unoccupied orbital energy, Eh: -0.1183

2.
The following is a quantum chemistry calculation of a molecular structure, C43H62Cl2N3OP2Pd, from the OMol25 dataset.

```
114
Properties=species:S:1:pos:R:3:forces:R:3:lowdin_spin:R:1
Pd -0.44263 0.43118 0.07658 0.1 -0.3 -0.9 1.102
Cl -2.72025 4.49983 2.30666 0.0 -0.1 -0.1 0.068
C -1.34044 3.71322 2.92263 0.0 0.0 0.1 0.203
C -0.69439 4.24994 4.01990 0.1 0.0 0.0 -0.018
C 0.40605 3.61096 4.55747 0.0 -0.1 0.0 0.225
Cl 1.14342 4.29400 5.94014 0.1 0.0 0.0 0.082
C 0.93965 2.40101 3.99340 0.0 0.2 0.1 0.007
C 2.05072 1.71519 4.51185 0.0 0.2 0.2 0.029
C 2.47804 0.57412 3.88941 0.0 -0.1 -0.1 -0.010
C 1.80544 0.14369 2.73833 0.2 0.0 -0.1 0.030
N 0.77243 0.78252 2.22918 -0.1 -0.1 0.1 0.030
C 0.32295 1.87488 2.85276 0.1 0.1 0.1 0.051
C -0.89700 2.48622 2.30320 0.0 0.1 0.3 0.069
O -1.51742 1.94688 1.38438 -0.3 0.2 -0.2 0.265
H -1.06222 5.16559 4.46368 0.0 0.0 0.0 -0.004
H 2.54669 2.09133 5.39926 0.0 0.0 -0.1 0.002
H 3.32391 0.01026 4.26251 0.0 0.0 0.0 -0.001
H 2.12529 -0.74805 2.20777 0.0 0.1 0.0 0.001
C -3.24387 1.09247 -4.16794 0.0 -0.1 0.0 0.004
C -2.45919 0.41718 -3.04119 0.2 -0.1 -0.2 0.013
C -1.61862 -0.76648 -3.53694 0.0 0.0 0.0 -0.001
P -1.41471 1.47450 -1.93796 0.4 -0.4 0.1 0.096
C -2.27370 3.09887 -1.92348 0.0 0.0 0.2 0.031
C -1.38016 4.18592 -1.32791 -0.1 0.0 0.0 0.003
C -3.59082 2.95017 -1.15364 0.0 0.1 0.0 0.003
C 0.12596 1.84333 -2.86744 0.0 0.0 0.0 0.140
C 0.15554 2.12157 -4.21901 0.0 0.0 -0.1 -0.007
C 1.34384 2.38640 -4.91277 0.0 0.0 0.0 0.160
C 1.33719 2.64746 -6.39228 0.0 0.0 0.1 0.028
C 2.55188 2.38744 -4.19479 0.0 0.0 -0.1 -0.015
C 2.56988 2.14195 -2.84958 -0.1 0.0 0.1 0.122
C 1.35997 1.86126 -2.13935 0.2 0.0 0.0 0.027
N 1.34270 1.62436 -0.82123 0.1 0.3 0.1 0.462
C 2.55983 1.73615 -0.08130 -0.2 -0.1 -0.2 0.036
C 2.85977 2.93349 0.57355 -0.1 0.2 0.1 0.014
C 1.95530 4.13771 0.44645 0.1 -0.1 0.1 0.005
C 4.00793 2.99033 1.35764 0.0 0.1 0.0 0.001
C 4.86625 1.90146 1.49698 0.1 0.1 0.1 0.002
C 6.10070 1.99868 2.36430 -0.1 0.0 -0.1 0.001
C 4.54637 0.73796 0.81547 0.0 -0.2 0.0 0.000
C 3.40064 0.63082 0.02971 0.1 -0.2 -0.1 0.015
C 3.08415 -0.65310 -0.69705 0.2 0.1 0.0 0.000
H -3.74053 0.31725 -4.75792 0.0 0.1 0.0 0.001
H -2.62381 1.66722 -4.85535 0.0 -0.1 0.0 0.000
H -4.01952 1.75641 -3.78433 0.0 0.0 0.0 0.000
H -3.19237 0.02469 -2.33930 -0.1 -0.1 0.1 0.002
H -0.92483 -0.45858 -4.32341 -0.1 0.0 0.0 0.000
H -2.26682 -1.54741 -3.94413 0.0 0.1 0.0 0.000
H -1.03104 -1.19796 -2.72185 0.0 0.1 0.0 -0.001
H -2.48239 3.33692 -2.96827 0.0 0.1 -0.1 0.004
H -1.09547 3.93319 -0.30350 0.0 0.0 -0.1 0.000
H -1.91833 5.13788 -1.30374 0.0 -0.1 0.0 0.000
H -0.47084 4.32932 -1.91539 0.0 0.0 0.0 0.001
H -3.39954 2.61533 -0.13281 0.0 0.0 0.0 0.001
H -4.26601 2.23056 -1.62595 0.1 0.1 0.0 0.000
H -4.10900 3.91303 -1.10800 0.0 -0.1 0.0 0.000
H -0.77078 2.13884 -4.77791 0.1 0.0 0.0 -0.003
H 0.32433 2.77560 -6.77275 0.0 0.0 0.0 0.000
H 1.79814 1.81248 -6.92781 0.0 0.0 0.0 0.010
H 1.91519 3.54222 -6.63396 0.0 0.0 0.0 0.007
H 3.48230 2.58899 -4.71736 -0.1 0.0 0.0 -0.004
H 3.50329 2.15456 -2.29970 0.0 0.0 0.0 0.006
H 1.05086 4.01932 1.05675 0.1 0.0 -0.1 0.003
H 1.62935 4.29473 -0.58144 0.0 0.0 0.0 0.001
H 2.46958 5.03922 0.78156 0.0 -0.1 0.0 0.000
H 4.24747 3.92359 1.86850 -0.1 -0.1 -0.1 0.000
H 6.72169 2.84609 2.06666 0.0 0.0 0.0 0.000
H 6.70895 1.09506 2.29937 -0.1 0.1 0.0 0.000
H 5.82914 2.15034 3.41265 0.0 0.0 0.0 0.000
H 5.20785 -0.12402 0.88989 -0.1 0.1 0.0 0.000
H 3.69770 -1.47250 -0.31899 0.0 0.0 0.0 0.000
H 3.28180 -0.55929 -1.76950 0.0 0.0 0.0 0.001
H 2.03612 -0.92693 -0.59048 -0.2 0.0 0.1 -0.001
C -3.46200 -2.19060 -0.50868 -0.3 -0.1 -0.1 -0.001
C -2.99374 -2.95557 0.73258 0.2 0.0 0.1 0.009
C -3.46945 -2.12843 1.93974 -0.1 -0.1 0.0 0.000
C -3.64889 -4.34095 0.77941 -0.1 0.0 0.0 0.001
P -1.10354 -2.96772 0.71292 0.2 0.0 -0.3 0.094
N -0.47682 -1.60486 0.16393 -0.4 0.3 0.6 0.531
C -0.47099 -4.30072 -0.46081 0.0 0.1 0.1 0.028
C -0.58179 -5.72515 0.09222 0.0 -0.1 -0.1 0.004
C -1.26207 -4.21079 -1.77489 0.0 -0.1 -0.1 0.001
C 0.99367 -3.98462 -0.82155 0.0 -0.1 -0.1 0.009
C -0.49601 -3.29874 2.47250 -0.1 0.0 -0.1 0.011
C 1.01074 -3.57994 2.37331 0.1 0.0 0.1 0.000
C -0.67979 -2.00659 3.30116 0.0 -0.1 0.1 0.002
C -1.18305 -4.46512 3.19495 0.1 0.0 0.1 0.003
H -4.53937 -2.00859 -0.41659 0.1 0.0 0.0 0.000
H -3.29095 -2.72295 -1.44169 0.0 0.0 0.0 0.000
H -2.95087 -1.23745 -0.55596 0.1 0.3 0.0 -0.002
H -4.54539 -1.95394 1.82769 0.1 0.0 0.0 0.000
H -2.97968 -1.15362 1.98003 0.0 0.0 0.0 0.000
H -3.32465 -2.64260 2.88897 0.0 0.1 -0.1 0.000
H -4.73285 -4.20863 0.87637 0.1 0.0 0.0 0.001
H -3.31828 -4.93829 1.62935 0.0 0.0 0.0 0.000
H -3.47530 -4.91795 -0.12865 0.0 0.0 0.1 0.000
H -1.58689 -5.96969 0.43841 0.1 0.0 0.0 0.000
H 0.12059 -5.90825 0.90467 0.0 0.0 0.0 0.000
H -0.33266 -6.42559 -0.71286 0.0 0.1 0.1 0.002
H -2.29932 -4.52591 -1.66988 0.1 0.0 0.0 0.000
H -0.79106 -4.88460 -2.49812 0.0 0.0 0.1 0.000
H -1.23381 -3.20248 -2.18836 0.0 -0.1 0.0 0.001
H 1.68794 -4.19302 -0.00974 -0.1 0.0 -0.1 0.000
H 1.10948 -2.94111 -1.11980 0.0 -0.1 0.0 0.005
H 1.27935 -4.61812 -1.66997 0.0 0.0 0.1 0.000
H 1.50861 -2.85011 1.72836 0.0 -0.1 0.1 0.000
H 1.22210 -4.58125 1.99869 0.0 0.1 0.0 0.000
H 1.44852 -3.50912 3.37471 0.0 0.0 -0.1 0.000
H -0.63705 -1.11334 2.68290 0.0 0.0 0.0 0.001
H 0.12610 -1.93623 4.04008 -0.1 0.0 0.0 0.000
H -1.62044 -2.00202 3.84882 0.0 0.0 0.0 0.000
H -1.04648 -5.41944 2.68748 0.0 0.0 0.0 0.000
H -2.24969 -4.29560 3.33190 0.1 0.0 0.0 0.000
H -0.74377 -4.55915 4.19554 0.0 0.0 -0.1 0.001
```
Forces are in eV/Å.

Output
⟨S²⟩: 6.100
Multiplicity: 5
Energy relative to the best compared isomer or geometry (same formula, charge and spin), kcal per mole: 9.7
Frontier orbital gap (alpha / beta), eV: 6.88 / 4.98
Total charge: +1
Lowest unoccupied orbital energy (alpha / beta), Eh: -0.1015 / -0.1780

Record-wise max |F| values, in eV/A: 1.30; 0.92